A cluster of 12 separate species, C44H66IO33 in total at a distorted geometry. Source: the Open Molecules 2025 dataset; level of theory: ωB97M-V/def2-TZVPD.

2S+1 = 1
Kohn-Sham gap = 8.108 eV
LUMO = 1.290 eV
Molecular weight = 1249.88 g mol⁻¹
Charge = -1
Strongest force on any atom = 6.8 eV Å⁻¹

CARTESIAN COORDINATES (ANGSTROEM)
1 I -0.00405 0.30653 0.17773
2 C 2.10108 5.19122 2.09139
3 C 1.34238 3.98724 2.65868
4 C 2.26303 2.91727 3.29843
5 O 1.48889 2.38356 4.38287
6 C 0.39632 3.21722 4.56607
7 O -0.42793 3.12875 5.47308
8 O 0.48690 4.29315 3.76829
9 H 1.39499 5.95280 1.76045
10 H 2.75631 4.89387 1.27264
11 H 2.77198 5.70382 2.78077
12 H 0.72999 3.51279 1.89188
13 H 3.17424 3.34224 3.71940
14 H 2.47586 2.16357 2.54031
15 C 1.44038 -2.02483 4.55022
16 C 2.32099 -1.09828 5.34458
17 C 3.31360 -1.84847 6.15031
18 O 4.38204 -0.88862 6.14760
19 C 4.29784 -0.10681 5.11934
20 O 5.16937 0.67837 4.70774
21 O 3.13903 -0.33509 4.46828
22 H 0.77595 -2.62013 5.17651
23 H 1.95316 -2.71186 3.87707
24 H 0.77477 -1.43488 3.92012
25 H 1.66430 -0.50008 5.97626
26 H 3.63020 -2.80021 5.72363
27 H 2.79532 -2.11765 7.07064
28 C 4.88226 -0.42954 1.24132
29 C 3.89531 -1.60974 1.23718
30 C 3.57358 -2.14543 -0.16103
31 O 3.88439 -3.54582 -0.00744
32 C 4.41462 -3.80541 1.18731
33 O 4.72812 -4.92611 1.56269
34 O 4.56289 -2.66272 1.87263
35 H 5.30450 -0.24763 2.22962
36 H 4.33220 0.43874 0.87851
37 H 5.65718 -0.59873 0.49367
38 H 2.92590 -1.32762 1.64799
39 H 4.21868 -1.70010 -0.91841
40 H 2.53675 -1.95171 -0.43589
41 C -2.75301 -1.02424 3.31780
42 C -2.22166 -0.94038 4.78087
43 C -1.42496 0.32928 5.13191
44 O -1.93494 0.73339 6.40169
45 C -3.10245 0.18271 6.64953
46 O -3.89445 0.49561 7.57493
47 O -3.30193 -0.78838 5.69708
48 H -3.52560 -1.79253 3.34805
49 H -2.00104 -1.35976 2.60360
50 H -3.23825 -0.10777 2.98206
51 H -1.68378 -1.83469 5.09551
52 H -1.49129 1.03851 4.30687
53 H -0.38274 0.02284 5.22118
54 C -0.70897 -3.12748 -3.01317
55 C 0.29886 -3.69335 -3.95252
56 C 0.29533 -5.12169 -4.39324
57 O 0.19718 -5.11508 -5.72688
58 C 0.18790 -3.86943 -6.15982
59 O 0.14556 -3.63644 -7.36866
60 O 0.13245 -2.99023 -5.21559
61 H -0.45746 -2.08127 -2.83911
62 H -0.73127 -3.64266 -2.05286
63 H -1.74472 -3.16539 -3.35065
64 H 1.23934 -3.46852 -3.44947
65 H -0.59779 -5.60622 -3.99869
66 H 1.12389 -5.71060 -3.99987
67 C -0.93684 3.71533 -1.98250
68 C 0.26741 4.20149 -1.21071
69 C 1.63296 3.80300 -1.80964
70 O 2.15514 5.02803 -2.19865
71 C 1.26440 6.00761 -1.96112
72 O 1.44743 7.18010 -2.31892
73 O 0.24897 5.58775 -1.36202
74 H -1.82450 4.24710 -1.63989
75 H -0.99888 2.63418 -1.85848
76 H -0.93251 4.01170 -3.03142
77 H 0.11505 3.85950 -0.18703
78 H 1.51371 3.10786 -2.64072
79 H 2.34319 3.46187 -1.05645
80 C -3.63852 -2.25990 -0.81076
81 C -4.52984 -1.27593 -0.15150
82 C -4.33212 0.15537 -0.60526
83 O -5.63777 0.53737 -0.89399
84 C -6.49426 -0.50219 -0.86860
85 O -7.70960 -0.35050 -1.01901
86 O -5.84352 -1.63699 -0.54184
87 H -2.57633 -2.07820 -0.64687
88 H -3.88751 -2.24317 -1.87181
89 H -3.72178 -3.28423 -0.44758
90 H -4.28841 -1.30635 0.91099
91 H -3.63984 0.18433 -1.44669
92 H -3.90498 0.80956 0.15481
93 C -1.93648 0.34698 -4.19045
94 C -1.44908 1.09309 -5.45058
95 C -2.43872 1.99386 -6.16828
96 O -1.74104 3.07757 -6.57041
97 C -0.66532 3.17742 -5.80322
98 O 0.05934 4.14437 -5.75409
99 O -0.52326 2.09459 -5.08610
100 H -1.18088 0.15290 -3.42921
101 H -2.36261 -0.59006 -4.54890
102 H -2.73802 0.90587 -3.70747
103 H -0.90092 0.47316 -6.16002
104 H -3.21998 2.31938 -5.48143
105 H -2.86123 1.34999 -6.93966
106 C 2.20645 -0.02975 -4.23392
107 C 2.73360 -0.26195 -5.67350
108 C 1.78313 -0.90499 -6.61907
109 O 1.88648 -0.11793 -7.72796
110 C 2.40429 1.03810 -7.44883
111 O 2.38889 2.03276 -8.21879
112 O 2.77031 1.01955 -6.17193
113 H 2.79534 0.70123 -3.67989
114 H 2.26638 -0.90200 -3.58300
115 H 1.16585 0.29461 -4.22861
116 H 3.70482 -0.75611 -5.69912
117 H 0.74787 -0.87370 -6.27941
118 H 1.94678 -1.95086 -6.87882
119 C 0.39916 -5.48108 3.19206
120 C -0.04099 -5.24082 1.73972
121 C 0.48266 -3.93153 1.13686
122 O 1.06263 -4.34529 -0.06070
123 C 0.89957 -5.65433 -0.31252
124 O 1.24625 -6.29239 -1.27523
125 O 0.30076 -6.23223 0.79465
126 H 1.48867 -5.45931 3.21608
127 H 0.06979 -6.49546 3.41709
128 H -0.05668 -4.76711 3.87802
129 H -1.12832 -5.31534 1.75604
130 H 1.24505 -3.49283 1.78060
131 H -0.31498 -3.20784 0.96909
132 C -3.49603 3.55626 3.79630
133 C -2.51388 3.56587 2.62055
134 C -3.22746 3.19691 1.29339
135 O -3.19413 4.40350 0.60582
136 C -2.41800 5.31257 1.15390
137 O -1.90011 6.33289 0.64353
138 O -2.16444 4.89644 2.45863
139 H -3.83298 2.52537 3.90517
140 H -4.31753 4.26484 3.69072
141 H -2.94025 3.79448 4.70319
142 H -1.60777 2.98903 2.80577
143 H -4.21957 2.82951 1.55576
144 H -2.70197 2.42523 0.73084

Forces on the atoms, in the same order (eV/Å):
I -0.1 -0.1 0.1
C -0.5 0.2 0.3
C 1.4 -0.2 0.4
C -0.2 0.4 -0.7
O -1.7 0.4 -0.3
C 0.0 0.6 2.7
O 1.9 -0.4 -2.4
O -0.5 -0.1 -0.2
H 0.0 -0.1 -0.3
H -0.3 -0.2 -0.2
H -0.2 -0.3 0.5
H -0.1 0.0 -0.1
H 0.0 0.0 -0.1
H 0.1 -0.3 0.4
C -0.9 0.1 -0.8
C -1.1 -1.4 -1.3
C -0.4 -0.1 0.0
O 1.0 -1.4 2.9
C 2.2 2.8 -3.2
O -2.6 -2.3 1.5
O -0.3 0.7 0.0
H 0.1 0.0 0.3
H 0.4 0.1 0.2
H 0.0 0.1 -0.2
H 0.4 0.6 0.0
H 0.3 0.2 -0.4
H 1.0 0.6 0.8
C -1.0 -0.1 -0.6
C 0.6 1.9 -1.1
C 0.6 0.0 0.3
O -0.6 -0.1 -0.9
C 0.6 -2.0 0.4
O -0.6 2.3 -0.5
O -0.2 -1.3 1.2
H -0.1 0.0 -0.1
H 0.0 0.3 0.3
H 0.2 -0.2 0.2
H 0.2 -0.2 1.0
H 0.1 -0.2 -0.1
H 0.0 -0.5 0.0
C -0.1 -0.7 1.3
C -0.3 1.2 -0.2
C 0.8 -1.5 -0.7
O 1.0 1.2 -0.2
C -2.9 0.1 1.8
O 3.1 -1.5 -3.7
O -1.9 -0.2 0.9
H -0.1 -0.1 -0.1
H 0.2 0.3 0.1
H 0.3 0.2 0.1
H 0.0 -0.2 -0.3
H -0.3 0.6 0.6
H 0.0 0.6 0.3
C -1.1 0.0 0.6
C 0.4 1.2 0.8
C -1.1 -1.7 3.9
O 0.5 -0.6 -2.5
C -0.7 -0.2 -5.7
O 0.2 0.1 2.4
O 0.7 0.9 1.7
H 0.0 0.0 0.2
H 0.4 0.0 0.1
H 0.0 -0.1 -0.5
H 0.5 0.3 -0.7
H -0.2 -0.2 0.2
H 0.3 0.2 -0.3
C -0.3 -0.1 -0.3
C -0.9 -1.7 -0.8
C -0.3 -0.6 1.2
O 0.7 1.1 -1.1
C 3.6 4.9 -3.0
O -0.3 -2.8 1.0
O -2.9 0.0 2.5
H -0.1 -0.4 0.6
H -0.3 0.0 -0.2
H 0.7 -0.3 -0.2
H 0.4 0.5 0.3
H 0.2 0.0 0.0
H -0.3 -0.8 0.0
C 1.1 -0.8 -0.6
C 1.9 -0.7 0.6
C 0.9 -0.5 0.1
O -1.0 0.9 -0.8
C -3.4 1.0 0.3
O 3.5 -0.9 0.1
O -0.9 0.7 0.4
H 0.1 0.7 -0.2
H 0.3 -0.2 -0.2
H -0.7 0.0 0.1
H -1.1 -0.3 0.4
H -0.3 0.3 -0.4
H -0.2 -0.2 0.1
C -0.4 0.1 -1.1
C 0.3 0.3 1.0
C -2.3 -3.1 0.8
O 0.3 1.5 -1.8
C 2.1 2.9 0.0
O -1.0 -1.3 -0.1
O 1.6 -0.6 1.8
H 0.3 0.0 -0.3
H 0.0 -0.2 0.3
H 0.0 0.1 0.0
H -0.3 -0.5 0.0
H -0.3 -0.1 0.1
H -0.3 0.8 -0.6
C 0.3 -1.0 0.4
C -0.6 -0.6 2.9
C -1.3 -2.1 1.1
O -0.5 -0.6 -3.5
C -0.6 5.0 -2.5
O 0.5 -3.7 2.9
O 1.6 2.7 -0.7
H 0.1 0.3 -0.4
H -0.1 -0.4 -0.2
H 0.1 0.1 -0.2
H 0.3 0.2 0.1
H 0.0 0.1 0.3
H 0.4 0.2 0.0
C 0.4 -0.9 -1.4
C -1.4 0.6 1.0
C -0.6 -0.4 1.0
O 0.5 0.0 -2.0
C 0.2 -1.5 0.8
O -0.6 1.5 1.0
O 1.2 -0.2 -0.9
H 0.1 0.1 0.4
H 0.1 0.1 0.4
H 0.1 0.0 -0.2
H -0.2 0.6 0.0
H 0.1 0.1 -0.1
H 0.2 0.1 -0.2
C 1.1 -1.0 0.3
C -1.6 -0.3 0.7
C 0.9 -0.9 1.5
O -1.1 0.7 -2.4
C 3.1 3.0 0.6
O -2.6 -3.9 1.8
O 1.0 2.2 -1.8
H -0.5 0.0 0.2
H 0.0 -0.2 -0.3
H -0.1 0.1 0.1
H -0.1 -0.2 0.0
H -0.3 0.4 -0.5
H 0.2 0.1 -0.1

Results of the Löwdin charge analysis, in e, for atoms 1 through 99: -0.391 0.001 -0.293 -0.081 0.038 -0.510 0.121 0.080 0.091 0.087 0.087 0.113 0.138 0.120 -0.028 -0.343 -0.070 0.115 -0.552 0.104 0.089 0.089 0.076 0.079 0.156 0.144 0.146 0.003 -0.337 -0.076 0.062 -0.555 0.119 0.085 0.074 0.084 0.086 0.117 0.128 0.085 -0.017 -0.290 -0.086 0.090 -0.496 0.093 0.054 0.080 0.045 0.075 0.137 0.116 0.105 -0.019 -0.274 -0.152 0.121 -0.597 0.115 0.106 0.069 0.081 0.091 0.153 0.144 0.139 -0.018 -0.307 -0.095 0.077 -0.599 0.101 0.127 0.083 0.033 0.086 0.113 0.131 0.123 -0.038 -0.336 -0.109 0.081 -0.505 0.118 0.107 0.056 0.096 0.090 0.135 0.120 0.101 0.002 -0.288 -0.146 0.117 -0.592 0.158 0.071